# 1
Density functional theory data (ωB97M-V/def2-TZVPD) for C32H34Cl2FN6O5Pd as an isolated structure.

## Properties
- lowest unoccupied orbital energy (alpha / beta) (eV) = -11.42 / -11.43
- 2S+1 = 1
- HOMO level (alpha / beta) (eV) = -14.310 / -14.309
- energy (eV) = -84128.7701
- ΔE to the lowest compared entry with this formula, charge and spin (kcal/mol) = 79.5
- orbital gap (alpha / beta) (eV) = 2.9 / 2.9
- charge = +3

Last column: Mulliken charge in e.
Cartesian coordinates (Å):
Pd: -3.080 -0.988 0.448  1.060
Cl: -10.088 -0.207 0.301  -0.029
Cl: -6.808 -4.369 0.372  0.030
F: 2.859 1.981 -0.094  -0.347
O: -4.769 -2.262 0.686  -0.517
O: -0.893 -1.147 1.071  -0.875
O: -1.580 -5.061 0.118  -0.636
O: -2.437 -3.007 -0.234  -0.593
O: -2.213 0.774 -0.471  -0.812
N: -1.656 2.547 0.895  0.429
N: 5.183 0.312 -0.527  0.182
N: 7.835 1.302 -0.914  -0.103
N: -5.022 0.363 0.621  -0.118
N: 2.245 -3.489 -0.004  0.205
N: -2.304 2.847 -1.327  0.276
C: -2.063 2.019 -0.284  0.526
C: -6.402 2.310 0.588  -1.236
C: -8.321 -2.176 0.346  -0.742
C: 6.269 -0.116 0.342  -0.551
C: -8.519 -0.790 0.376  0.993
C: 3.425 -5.576 0.820  -0.882
C: -1.386 3.975 1.059  -0.602
C: 5.394 1.663 -1.022  -0.638
C: 3.370 -4.399 -0.104  -0.397
C: 3.891 -0.181 -0.261  -0.927
C: -2.840 2.326 -2.577  -1.105
C: -1.520 -3.849 0.041  0.191
C: -5.894 -1.834 0.552  0.763
C: 0.991 -3.982 0.006  -0.451
C: 7.598 -0.081 -0.396  -0.742
C: 6.705 1.733 -1.795  -1.030
C: -0.113 -3.216 0.224  -0.044
C: -2.052 4.284 -1.275  -0.611
C: 2.752 0.628 -0.054  0.952
C: 1.341 -1.283 0.288  0.042
C: 2.440 -2.120 0.035  -0.789
C: 0.018 -1.843 0.566  1.323
C: 3.696 -1.552 -0.203  -0.148
C: -6.121 -0.388 0.534  0.059
C: -7.412 0.142 0.463  0.351
C: -7.063 -2.718 0.423  0.337
C: -5.159 1.684 0.657  -0.298
C: -0.966 4.580 -0.263  -0.720
C: -7.541 1.536 0.487  -0.639
C: -1.595 1.780 2.131  -0.924
C: 1.525 0.102 0.237  -0.762
C: 4.344 -4.415 1.041  -0.371
H: -2.971 4.820 -1.012  0.262
H: -6.470 3.388 0.617  0.487
H: 3.733 -4.529 -1.117  0.426
H: -1.881 0.752 1.971  0.230
H: 0.876 -5.047 -0.149  0.659
H: 8.718 1.339 -1.427  0.359
H: -8.520 1.994 0.432  0.478
H: 6.683 1.065 -2.653  0.376
H: -2.967 1.253 -2.502  0.304
H: -2.161 2.545 -3.402  0.363
H: 6.328 0.536 1.230  0.178
H: 2.614 -5.737 1.516  0.329
H: -0.824 5.655 -0.164  0.387
H: 7.586 -0.756 -1.250  0.360
H: -3.805 2.792 -2.794  0.332
H: -2.274 4.483 1.453  0.273
H: 8.407 -0.363 0.275  0.405
H: 0.682 0.752 0.425  0.674
H: 4.538 -2.206 -0.378  0.973
H: 5.397 -4.536 0.825  0.300
H: 6.881 2.751 -2.136  0.453
H: 5.410 2.401 -0.206  0.449
H: -1.758 4.615 -2.270  0.413
H: 3.856 -6.486 0.430  0.275
H: 6.096 -1.129 0.696  0.447
H: 4.131 -3.755 1.871  0.229
H: 7.920 1.950 -0.127  0.397
H: 4.601 1.935 -1.710  0.495
H: -2.260 2.228 2.875  0.381
H: -0.581 1.798 2.532  0.361
H: -9.176 -2.835 0.261  0.504
H: -4.252 2.267 0.747  0.705
H: -0.024 4.135 -0.588  0.244
H: -0.595 4.083 1.801  0.410

***

# 2
Density functional theory data (ωB97M-V/def2-TZVPD) for C32H34Cl2N3O2Zn as an isolated structure.

## Properties
- lowest unoccupied orbital energy (eV) = 2.01
- 2S+1 = 1
- HOMO level (eV) = -3.853
- energy (eV) = -115767.7431
- ΔE to the lowest compared entry with this formula, charge and spin (kcal/mol) = 0.0
- orbital gap (eV) = 5.9
- charge = -1

Last column: Mulliken charge in e.
Cartesian coordinates (Å):
Zn: -0.415 0.827 0.617  1.020
Cl: -5.946 1.168 1.515  -0.220
Cl: -4.599 3.719 1.015  -0.210
O: -2.376 0.918 0.853  -1.027
O: -3.141 1.592 2.854  -0.660
N: -0.355 3.429 -1.021  -0.750
N: -0.933 2.343 -1.187  0.795
N: 0.336 -1.003 0.680  -0.204
C: 0.042 -1.018 4.324  0.279
C: 2.100 -3.219 -1.993  0.380
C: 1.873 2.530 1.785  0.096
C: -0.106 -0.736 2.983  -0.596
C: 1.543 -2.795 3.753  0.424
C: -0.710 -0.190 5.335  -1.543
C: 0.879 -2.061 4.724  -0.832
C: 0.845 -1.519 -0.588  3.001
C: 0.703 3.417 -0.056  0.370
C: -4.472 1.948 0.889  0.939
C: 2.581 4.621 0.799  -0.440
C: 0.855 -3.481 -2.841  -1.626
C: 2.098 -0.831 -2.698  0.437
C: 0.841 -1.078 -3.537  -1.360
C: 1.688 -0.427 -1.281  -1.353
C: -3.625 3.601 -3.453  -0.586
C: -4.292 2.413 -3.728  -0.511
C: 2.740 3.616 1.749  -0.788
C: -3.216 1.447 1.651  0.076
C: -2.512 3.607 -2.629  -0.513
C: 2.932 -2.111 -2.640  -1.617
C: 0.017 -2.203 -2.903  0.646
C: 0.570 -1.442 1.951  0.790
C: 1.395 -2.500 2.403  -0.687
C: 1.542 4.527 -0.110  -0.541
C: 1.698 -2.798 -0.572  -2.564
C: -0.376 -1.805 -1.481  -1.020
C: -2.062 2.412 -2.081  -0.124
C: 2.458 -3.926 4.150  -1.664
C: -2.730 1.226 -2.342  0.312
C: -3.844 1.225 -3.170  -0.842
C: 0.815 2.394 0.883  -0.490
H: 3.501 -3.689 3.928  0.299
H: 0.243 -0.162 -3.588  0.387
H: -5.168 2.418 -4.365  0.389
H: 2.212 -4.842 3.608  0.340
H: 0.999 -2.298 5.775  0.217
H: -0.988 -0.901 -1.504  -0.561
H: 3.841 -1.937 -2.056  0.539
H: 2.021 1.768 2.544  0.532
H: 2.686 -0.024 -3.148  0.389
H: 0.266 -4.292 -2.402  0.534
H: -3.983 4.532 -3.873  0.377
H: 1.368 5.294 -0.854  0.417
H: 1.109 0.502 -1.333  -0.108
H: 3.254 5.469 0.779  0.345
H: 2.384 -4.136 5.218  0.373
H: 1.117 -1.346 -4.562  0.559
H: -4.368 0.298 -3.360  0.414
H: 3.242 -2.412 -3.647  0.552
H: 2.608 -2.630 0.009  0.603
H: 1.146 -3.796 -3.849  0.562
H: -0.646 -0.633 6.330  0.383
H: -0.303 0.822 5.388  0.270
H: -1.997 4.526 -2.392  0.453
H: -0.828 0.034 2.728  0.651
H: -0.980 -2.583 -1.006  0.411
H: 1.947 -3.116 1.715  0.449
H: -2.407 0.318 -1.857  0.366
H: 1.140 -3.609 -0.097  0.574
H: -4.414 1.713 -0.167  -0.299
H: 2.563 -0.211 -0.660  0.449
H: -0.886 -2.377 -3.498  0.385
H: 3.545 3.687 2.471  0.382
H: -1.758 -0.090 5.054  0.329
H: 2.697 -4.134 -1.927  0.241

***

Largest force on an atom per entry: 3.34; 0.39 eV/Å